This record from the Open Molecules 2025 dataset describes a structure of composition C52H61CaN3O6. The level of theory is the ωB97M-V functional and the def2-TZVPD basis.

Results
- charge = -2
- HOMO level (spin up / spin down) (eV) = -1.76 / -1.77
- DFT total energy (hartree) = -3311.65296
- frontier orbital gap (spin up / spin down) (eV) = 5.65 / 5.71
- relative energy (zero: lowest compared OMol25 entry of this formula, charge and spin) (eV) = 0.068

Geometry (Å):
Ca1 -1.31666 0.88926 -0.93169
O1 1.11875 2.54269 -0.52901
C1 1.27582 3.76928 -0.36048
C2 2.40843 4.29482 0.37519
C3 2.60707 5.63337 0.56377
C4 1.72625 6.60369 0.03871
C5 0.64269 6.14150 -0.67742
C6 0.38172 4.77969 -0.88465
C7 -0.79852 4.48309 -1.67810
N1 -1.31280 3.34940 -1.96474
C8 -2.52097 3.41976 -2.78783
C9 -2.50024 2.33542 -3.84467
N2 -2.39855 0.99021 -3.25267
C10 -2.53139 0.05523 -4.11214
C11 -2.33972 -1.37890 -3.95697
C12 -2.70161 -2.15003 -5.07179
C13 -2.55505 -3.51895 -5.12397
C14 -1.99578 -4.14602 -3.99220
C15 -1.60972 -3.43625 -2.88949
C16 -1.75289 -2.00437 -2.79830
O2 -1.36457 -1.39026 -1.77725
H1 3.09035 3.55631 0.78008
H2 3.47201 5.95546 1.14003
H3 1.89312 7.66230 0.18638
H4 -0.05890 6.85232 -1.11057
H5 -1.28937 5.39019 -2.07318
H6 -2.59827 4.39659 -3.29192
H7 -3.39426 3.29508 -2.13942
H8 -1.62898 2.48920 -4.49102
H9 -3.40250 2.41189 -4.46847
H10 -2.81297 0.33595 -5.14242
H11 -3.10942 -1.61881 -5.92909
H12 -2.84707 -4.08444 -5.99865
H13 -1.85897 -5.22484 -3.99019
H14 -1.17262 -3.92035 -2.02486
C17 5.01837 -2.73630 0.57785
C18 5.04146 -2.20151 -0.85103
C19 5.27030 -3.38505 -1.80100
C20 6.21860 -1.22363 -0.97492
C21 3.74181 -1.49225 -1.21699
C22 2.72145 -1.30252 -0.34849
C23 1.54334 -0.57525 -0.72346
N3 0.56816 -0.22017 0.09414
C24 0.30416 -0.58053 1.35451
C25 0.67915 -1.82232 1.94202
C26 0.33724 -2.11914 3.22234
C27 -0.33088 -1.10047 3.98057
C28 -0.73779 0.10615 3.51010
C29 -0.52751 0.38996 2.08648
O3 -0.99203 1.39233 1.52336
C30 -1.42316 1.07557 4.48465
C31 -1.78193 2.44556 3.89556
C32 -2.71655 0.43877 5.00296
C33 -0.47786 1.32951 5.66771
C34 0.56714 -3.47881 3.87455
C35 1.42652 -3.31385 5.13614
C36 -0.78281 -4.09602 4.26198
C37 1.28347 -4.44532 2.93506
C38 1.43849 -0.01155 -2.07918
O4 0.43351 0.60359 -2.45147
C39 2.57476 -0.20707 -2.98738
C40 3.62592 -0.93292 -2.54549
C41 2.50873 0.43160 -4.36630
C42 2.35690 1.95423 -4.22325
C43 3.77822 0.16232 -5.17270
C44 1.31934 -0.14218 -5.15128
H15 5.95923 -3.25211 0.78801
H16 4.20296 -3.44487 0.73473
H17 4.90504 -1.93566 1.30995
H18 6.20114 -3.90245 -1.54945
H19 5.33887 -3.06083 -2.83951
H20 4.44805 -4.09888 -1.73331
H21 7.15874 -1.72548 -0.72678
H22 6.08703 -0.37763 -0.29912
H23 6.30728 -0.82520 -1.98576
H24 2.80370 -1.63267 0.67440
H25 1.13169 -2.56118 1.29843
H26 -0.55438 -1.33334 5.01837
H27 -2.50899 2.36826 3.09350
H28 -0.91759 2.96935 3.49164
H29 -2.21030 3.04170 4.71084
H30 -3.41031 0.23936 4.18762
H31 -3.20525 1.11629 5.71112
H32 -2.52684 -0.50592 5.51887
H33 0.44930 1.79197 5.32636
H34 -0.22226 0.40876 6.19484
H35 -0.95591 2.00465 6.38327
H36 0.94685 -2.66661 5.87057
H37 2.39225 -2.87135 4.88579
H38 1.60232 -4.28431 5.61076
H39 -1.32865 -3.45855 4.95821
H40 -0.63812 -5.07114 4.73724
H41 -1.41149 -4.22910 3.38078
H42 2.25976 -4.06214 2.63179
H43 0.70479 -4.63409 2.03026
H44 1.43774 -5.40143 3.44240
H45 4.46694 -1.08035 -3.21343
H46 3.22272 2.38040 -3.71094
H47 1.46998 2.22465 -3.65600
H48 2.29743 2.39940 -5.22190
H49 4.66871 0.56479 -4.68397
H50 3.68666 0.64810 -6.14710
H51 3.93759 -0.90466 -5.34616
H52 0.37421 0.06203 -4.65616
H53 1.41418 -1.22539 -5.26068
H54 1.30012 0.30126 -6.15224
C45 -4.85818 3.32402 1.14016
C46 -4.16400 2.03129 0.75276
O5 -3.36654 2.08862 -0.17856
C47 -4.46616 0.80727 1.48206
C48 -5.51485 0.81549 2.42677
C49 -5.89598 -0.29911 3.13080
C50 -5.18055 -1.49962 2.90221
C51 -4.15351 -1.56067 2.01004
C52 -3.74001 -0.41412 1.22654
O6 -2.79307 -0.52470 0.41881
H55 -4.38885 4.13029 0.58170
H56 -4.77667 3.52497 2.20904
H57 -5.92197 3.28247 0.89466
H58 -6.04551 1.74305 2.60598
H59 -6.70551 -0.25827 3.84674
H60 -5.44690 -2.39522 3.45678
H61 -3.59789 -2.47362 1.83824

Atomic partial charges in e from the Löwdin method, atoms 1 to 5: 1.410 -0.036 -0.401 -0.039 -0.148

---

This record from the Open Molecules 2025 dataset describes a structure of composition C4H7N3. The level of theory is the ωB97M-V functional and the def2-TZVPD basis.

Results
- HOMO level (eV) = -7.02
- DFT total energy (hartree) = -320.70475
- frontier orbital gap (eV) = 7.92
- relative energy (zero: lowest compared OMol25 entry of this formula, charge and spin) (eV) = 4.859

Geometry (Å):
C1 -1.11621 -0.82143 1.56300
N1 -0.16293 0.55252 -0.72522
C2 0.13797 -0.58174 0.83789
N2 -0.64992 1.76381 -1.22761
C3 0.96093 0.06871 -1.25626
C4 1.54763 -0.89814 -0.46044
N3 1.33909 -0.85581 0.99520
H1 -1.39365 2.13669 -0.65107
H2 0.05875 2.48902 -1.30502
H3 1.41037 0.49507 -2.14699
H4 2.19646 -1.69123 -0.79884
H5 -1.59077 0.12614 1.81670
H6 -0.94010 -1.42367 2.45690
H7 -1.79763 -1.35993 0.90175

Atomic partial charges in e from the natural (NBO) method, atoms 1 to 5: -0.707 -0.344 0.536 -0.639 -0.051

---

This record from the Open Molecules 2025 dataset describes a cluster of 6 separate species, C5H17O7 in total. The level of theory is the ωB97M-V functional and the def2-TZVPD basis.

Results
- charge = -1
- HOMO level (eV) = -5.70
- DFT total energy (hartree) = -727.44441
- frontier orbital gap (eV) = 9.15
- relative energy (zero: lowest compared OMol25 entry of this formula, charge and spin) (eV) = 1.187

Geometry (Å):
O1 -0.99454 -0.66995 -2.69923
C1 -1.12878 -0.20121 -1.59234
O2 -0.82544 -0.77203 -0.46555
C2 -1.69624 1.28859 -1.34187
C3 -0.46878 2.20334 -1.27277
C4 -0.07494 2.56583 0.11350
C5 0.76856 3.54436 0.42041
H1 -2.25014 1.28922 -0.40923
H2 -2.42013 1.41504 -2.17191
H3 -0.40873 3.08539 -1.94255
H4 0.31396 1.67541 -1.83574
H5 -0.54924 2.06409 0.95926
H6 1.29052 4.18974 -0.29799
H7 1.04786 3.84738 1.41720
H8 -0.89548 -3.77438 -0.24529
H9 -0.51654 -2.20352 -0.10039
O3 -0.22140 -3.17949 0.07656
H10 -0.57954 -0.13908 0.90582
H11 -1.30306 -0.83190 2.29002
O4 -0.93679 -0.02210 1.88736
H12 -0.34456 -2.19571 3.41536
H13 -0.62297 -2.56249 1.89824
O5 -0.88803 -2.71513 2.82736
H14 3.01434 -0.27805 -0.41973
H15 4.35930 -0.92777 -0.67795
O6 3.88987 -0.10503 -0.81127
H16 1.55824 0.70670 1.49936
H17 0.84576 -0.62304 1.17404
O7 1.71329 -0.21689 1.29007

Atomic partial charges in e from the natural (NBO) method, atoms 1 to 5: -0.679 0.823 -0.856 -0.518 -0.475

---

This record from the Open Molecules 2025 dataset describes an isolated molecule of C2H5N3. The level of theory is the ωB97M-V functional and the def2-TZVPD basis.

Results
- HOMO level (eV) = -8.82
- DFT total energy (hartree) = -243.37852
- SMILES = [H]/N=C/NN=C
- frontier orbital gap (eV) = 9.61
- relative energy (zero: lowest compared OMol25 entry of this formula, charge and spin) (eV) = 2.270

Geometry (Å):
C1 2.03294 -0.41022 -0.06529
C2 -1.32948 0.20815 -0.07280
H1 2.18190 0.66085 0.12697
H2 2.74063 -1.16770 0.30498
H3 0.28080 1.39548 -0.08746
H4 -1.92653 1.15485 0.15941
H5 -2.89678 -0.63044 -0.00823
N1 0.79927 -0.62169 -0.17660
N2 0.01272 0.35475 -0.13328
N3 -1.89547 -0.94403 -0.04772

Atomic partial charges in e from the natural (NBO) method, atoms 1 to 5: -0.181 0.247 0.120 0.206 0.344

---

This record from the Open Molecules 2025 dataset describes a structure of composition C27H27N5O4S4Tl. The level of theory is the ωB97M-V functional and the def2-TZVPD basis.

Results
- charge = -2
- HOMO level (spin up / spin down) (eV) = 0.54 / -1.40
- <S²> = 0.780
- DFT total energy (hartree) = -3385.02905
- 2S+1 = 2
- frontier orbital gap (spin up / spin down) (eV) = 3.47 / 5.41
- relative energy (zero: lowest compared OMol25 entry of this formula, charge and spin) (eV) = 0.186

Geometry (Å):
Tl1 0.58192 -1.95315 -0.68830
C1 4.26407 -6.31856 -2.97004
S1 4.89381 -5.23361 -1.67295
C2 3.40953 -4.36670 -1.08401
S2 1.89987 -4.51585 -1.88627
N1 3.74744 -3.67523 -0.04811
N2 2.74410 -2.92442 0.50464
C3 3.03264 -2.44874 1.70266
C4 2.03456 -1.88104 2.52010
C5 2.27700 -1.52207 3.87865
C6 1.23247 -1.23326 4.70863
C7 -0.09374 -1.28587 4.20247
C8 -0.24749 -1.54570 2.85019
N3 0.75393 -1.79043 2.01003
H1 4.99505 -6.34779 -3.77740
H2 4.09041 -7.32551 -2.59080
H3 3.32254 -5.89583 -3.32647
H4 4.02862 -2.60320 2.11951
H5 3.29789 -1.52722 4.24570
H6 1.41626 -0.99095 5.75069
H7 -0.95654 -1.11476 4.83285
H8 -1.24022 -1.58693 2.40800
O1 -1.32045 0.32649 -2.19714
N4 -1.11721 1.00752 -3.36107
C9 -1.40211 2.32570 -3.27791
C10 -1.15995 3.17275 -4.31370
C11 -0.58879 2.63148 -5.48149
C12 -0.30909 1.30114 -5.54751
C13 -0.56188 0.39934 -4.46592
S3 -0.21953 -1.23394 -4.52039
H9 -1.81673 2.62539 -2.32693
H10 -1.38991 4.22274 -4.21461
H11 -0.36514 3.27224 -6.32584
H12 0.13596 0.86199 -6.42803
N5 -2.68901 -1.91102 -2.39951
C14 -3.77041 -1.93289 -1.40886
C15 -3.22833 -2.03136 0.04208
O2 -4.03723 -1.70544 0.93141
O3 -2.06262 -2.47285 0.17539
H13 -2.98134 -2.22262 -3.31960
H14 -1.95526 -2.53886 -2.07469
H15 -1.80976 -0.58169 -2.35101
H16 -4.44269 -2.78875 -1.54481
H17 -4.36938 -1.02410 -1.48380
O4 1.21625 2.54934 -0.72962
S4 0.62673 1.68364 0.33384
C16 -1.09685 2.16104 0.50704
C17 -1.46982 3.47137 0.25057
C18 -2.80419 3.82457 0.37382
C19 -3.74358 2.87021 0.75582
C20 -3.35680 1.55977 1.00329
C21 -2.02111 1.19752 0.86940
C22 1.15796 2.43853 1.89114
C23 2.16108 3.38976 1.81499
C24 2.64566 3.96435 2.98327
C25 2.13832 3.57075 4.21331
C26 1.14271 2.60304 4.27510
C27 0.64433 2.03619 3.11420
H18 -0.71309 4.18450 -0.05612
H19 -3.11482 4.84289 0.16942
H20 -4.78540 3.15184 0.85283
H21 -4.07415 0.79392 1.26862
H22 -1.71860 0.16679 1.01393
H23 2.54104 3.66882 0.84083
H24 3.42796 4.71202 2.93117
H25 2.52818 4.00357 5.12680
H26 0.76156 2.27096 5.23243
H27 -0.11663 1.26815 3.16813

Atomic partial charges in e from the natural (NBO) method, atoms 1 to 5: 0.698 -0.775 0.160 -0.071 -0.465

---

This record from the Open Molecules 2025 dataset describes the ion C8H17N2 with charge +1. The level of theory is the ωB97M-V functional and the def2-TZVPD basis.

Results
- charge = +1
- HOMO level (eV) = -12.36
- DFT total energy (hartree) = -424.15711
- frontier orbital gap (eV) = 6.40
- relative energy (zero: lowest compared OMol25 entry of this formula, charge and spin) (eV) = 4.292

Geometry (Å):
C1 1.75655 -0.68245 0.76772
C2 -1.15721 0.86710 0.20886
C3 -0.64073 -0.57032 0.01626
C4 -2.51759 1.24551 -0.03661
C5 -0.31314 1.68070 0.89388
C6 -1.73088 -1.61356 0.36661
C7 -0.13795 -0.85416 -1.41349
C8 3.60940 0.35008 -0.49611
N1 2.25231 0.11246 -0.04857
N2 0.46328 -1.03174 0.85814
H1 2.43207 -1.32120 1.37939
H2 -2.90905 1.80615 0.89798
H3 -3.24806 0.45360 -0.20610
H4 -2.66613 2.02802 -0.85331
H5 0.66190 1.70283 0.36278
H6 0.01120 1.50157 1.91524
H7 -0.74246 2.67509 0.93202
H8 -1.85430 -1.79332 1.38136
H9 -1.21008 -2.37941 -0.15613
H10 -2.64439 -1.59032 -0.12633
H11 -0.95705 -0.64350 -2.12985
H12 0.21125 -1.86502 -1.65341
H13 0.62408 -0.10099 -1.65539
H14 3.61080 -0.05415 -1.62345
H15 3.73736 1.35697 -0.56282
H16 4.43881 -0.16662 0.05883
H17 0.15716 -1.52785 1.68330

Atomic partial charges in e from the natural (NBO) method, atoms 1 to 5: 0.288 0.619 0.021 -0.778 -0.828

---

This record from the Open Molecules 2025 dataset describes the ion C6H9N2OS with charge +1. The level of theory is the ωB97M-V functional and the def2-TZVPD basis.

Results
- charge = +1
- HOMO level (eV) = -12.50
- DFT total energy (hartree) = -816.56483
- SMILES = NC(O)=C=C/C=C\[NH2+]C=S
- frontier orbital gap (eV) = 8.25
- relative energy (zero: lowest compared OMol25 entry of this formula, charge and spin) (eV) = 3.022

Geometry (Å):
C1 -0.18472 -2.00590 -1.01434
C2 -1.13056 -0.98985 -0.67538
C3 1.13029 -1.69410 -1.14749
C4 -0.86107 0.19386 -0.18522
C5 -1.20797 1.15448 0.63191
C6 1.62064 0.31960 0.28490
N1 -1.80056 1.10740 1.91596
N2 1.58962 -0.29629 -1.02155
O1 -0.75551 2.37227 0.26265
S1 1.94132 1.86633 0.42043
H1 -0.63437 -3.02927 -1.21024
H2 -2.17511 -1.37702 -0.88906
H3 1.84538 -2.46777 -1.46467
H4 1.55579 -0.31650 1.09947
H5 -1.80479 0.27988 2.31591
H6 -1.57740 1.85327 2.55646
H7 2.51962 -0.15305 -1.37672
H8 0.93853 0.27210 -1.57714
H9 -1.00915 2.91056 1.07412

Atomic partial charges in e from the natural (NBO) method, atoms 1 to 5: -0.174 -0.206 -0.072 -0.210 0.489

---

This record from the Open Molecules 2025 dataset describes a structure of composition C40H36N2O5P2PtS3. The level of theory is the ωB97M-V functional and the def2-TZVPD basis.

Results
- HOMO level (eV) = -7.99
- DFT total energy (hartree) = -4028.25925
- frontier orbital gap (eV) = 7.91
- relative energy (zero: lowest compared OMol25 entry of this formula, charge and spin) (eV) = 0.704

Geometry (Å):
Pt1 -0.25604 -0.21438 -1.09680
O1 -1.14415 4.32486 -0.50148
S1 -0.86661 2.88880 -0.25624
C1 0.42686 2.89853 1.02262
C2 0.66966 4.14198 1.59221
C3 1.62684 4.27772 2.58081
C4 2.34762 3.16843 3.00325
C5 2.11405 1.93722 2.42032
C6 1.16634 1.78364 1.40301
P1 0.94355 0.09348 0.75005
C7 2.61157 -0.51616 0.32268
C8 2.72254 -1.83342 -0.11913
C9 3.95238 -2.34217 -0.51093
C10 5.07793 -1.53459 -0.48622
C11 4.96605 -0.20844 -0.08888
C12 3.74010 0.30235 0.30627
C13 0.48608 -0.74798 2.31645
C14 0.85143 -2.06333 2.58516
C15 0.52452 -2.65074 3.79900
C16 -0.16421 -1.93099 4.76238
C17 -0.55027 -0.62527 4.49761
C18 -0.23570 -0.04138 3.28138
C19 -2.24888 2.36265 0.81859
C20 -2.83644 3.40191 1.53299
C21 -4.03535 3.21156 2.19071
C22 -4.69029 1.99044 2.08495
C23 -4.11163 0.96298 1.36620
C24 -2.85870 1.11031 0.75732
P2 -2.21725 -0.36446 -0.11793
C25 -2.33238 -1.73165 1.08263
C26 -1.99251 -2.99506 0.59082
C27 -2.07318 -4.10490 1.41598
C28 -2.47152 -3.96916 2.73949
C29 -2.77947 -2.71355 3.23781
C30 -2.70980 -1.59783 2.41407
C31 -3.56135 -0.64643 -1.30604
C32 -3.66247 0.22165 -2.39081
C33 -4.71263 0.09615 -3.28322
C34 -5.66591 -0.89667 -3.10222
C35 -5.57019 -1.76049 -2.02222
C36 -4.52101 -1.63618 -1.12269
H1 0.10473 4.99049 1.22839
H2 1.80870 5.24852 3.02344
H3 3.09303 3.26123 3.78212
H4 2.67457 1.07513 2.76064
H5 1.84184 -2.45422 -0.22287
H6 4.01668 -3.36531 -0.85742
H7 6.03796 -1.93010 -0.79439
H8 5.83551 0.43721 -0.09236
H9 3.66539 1.34643 0.57278
H10 1.40353 -2.64130 1.85688
H11 0.81929 -3.67425 3.99101
H12 -0.40604 -2.38822 5.71329
H13 -1.10151 -0.05762 5.23656
H14 -0.54816 0.97857 3.09454
H15 -2.36354 4.37530 1.51073
H16 -4.48190 4.02540 2.74696
H17 -5.65782 1.84470 2.54707
H18 -4.64174 0.02426 1.26440
H19 -1.66765 -3.10331 -0.43831
H20 -1.81880 -5.07869 1.01763
H21 -2.53040 -4.83822 3.38267
H22 -3.06767 -2.59176 4.27430
H23 -2.93856 -0.62754 2.83243
H24 -2.90918 0.98156 -2.55420
H25 -4.77431 0.76572 -4.13073
H26 -6.47942 -1.00116 -3.80854
H27 -6.30805 -2.53914 -1.87900
H28 -4.45221 -2.32184 -0.28781
S2 1.44096 1.82767 -2.07267
C37 2.75433 1.41409 -3.09257
N1 2.90713 0.22191 -3.62773
C38 4.00778 -0.13057 -4.50953
C39 5.22465 0.71493 -4.18024
C40 4.81615 2.17769 -4.22850
N2 3.65940 2.37359 -3.36788
H29 2.19075 -0.49517 -3.41372
H30 3.71309 0.02608 -5.55184
H31 4.20384 -1.19486 -4.38365
H32 6.03177 0.52498 -4.88719
H33 5.57755 0.46744 -3.17706
H34 4.58007 2.46756 -5.25737
H35 5.61907 2.82530 -3.87652
H36 3.47668 3.27349 -2.95934
O2 -1.02018 -2.87670 -2.36406
S3 -0.27312 -1.93802 -3.18553
O3 -0.94443 -0.53207 -3.02127
O4 1.06671 -1.67036 -2.51155
O5 -0.14605 -2.26825 -4.57196

Atomic partial charges in e from the Löwdin method, atoms 1 to 5: 0.740 -0.498 0.879 -0.364 -0.064